C4H7BrN2O | wB97M-V/def2-TZVPD

Its total energy is -79327.4253 eV. The LUMO energy (alpha / beta) comes out at 0.33 / 0.33 eV. Its total charge is 0. Its HOMO energy (alpha / beta) is -7.984 / -7.984 eV.

Cartesian coordinates (Å):
C: 1.450 -1.623 0.410
C: 0.479 0.995 -0.386
C: -1.815 0.748 0.149
C: 2.076 -0.631 -0.492
N: 0.678 -2.494 -0.163
N: 0.860 2.027 0.056
O: -0.616 0.383 -0.609
Br: 3.609 0.306 0.018
H: 1.648 -1.450 1.510
H: -2.740 0.616 -0.355
H: -1.792 1.725 0.611
H: -1.684 -0.032 0.890
H: 2.234 -0.957 -1.570
H: 0.278 -3.164 0.555
H: 1.648 2.563 -0.127

Atomic partial charges in e from the Löwdin method, atoms 1 to 4: atom 1 (C): -0.375, atom 2 (C): -0.369, atom 3 (C): 0.009, atom 4 (C): -0.668

=====

C4H7BrO | wB97M-V/def2-TZVPD

Its total energy is -76346.9655 eV. The LUMO energy (alpha / beta) comes out at 0.47 / 0.47 eV. Its total charge is 0. Its HOMO energy (alpha / beta) is -8.024 / -7.755 eV.

Cartesian coordinates (Å):
C: -1.252 2.088 -0.094
C: -1.140 0.350 -1.119
C: 0.954 -0.889 -0.030
C: -0.563 -0.686 -0.224
O: -2.166 1.099 -0.508
Br: -0.435 0.488 -2.828
H: -0.657 1.732 0.786
H: -1.187 3.031 -0.714
H: 1.650 -0.051 -0.208
H: 1.411 -1.646 -0.685
H: 1.190 -1.165 0.957
H: -0.879 -0.582 0.814
H: -1.132 -1.734 -0.545

Atomic partial charges in e from the Löwdin method, atoms 1 to 4: atom 1 (C): -0.014, atom 2 (C): -0.785, atom 3 (C): -0.128, atom 4 (C): -0.301

=====

C4H7BrO | wB97M-V/def2-TZVPD

Its total energy is -76350.5066 eV. The LUMO energy comes out at 0.88 eV. Its total charge is 0. Its HOMO energy is -9.651 eV. The SMILES is Br[C@H]1CCCO1.

Cartesian coordinates (Å):
Br: 0.536 -2.504 0.958
C: -0.520 -1.224 -0.181
C: -0.865 -0.025 0.774
C: 0.169 1.018 0.272
C: 1.102 0.365 -0.789
O: 0.438 -0.853 -1.133
H: -1.445 -1.626 -0.604
H: -1.867 0.355 0.505
H: -0.944 -0.240 1.845
H: 0.619 1.729 0.978
H: -0.451 1.681 -0.365
H: 2.181 0.313 -0.577
H: 1.046 1.012 -1.682

Atomic partial charges in e from the Löwdin method, atoms 1 to 4: atom 1 (Br): 0.630, atom 2 (C): -0.628, atom 3 (C): -0.209, atom 4 (C): -0.155

=====

C4H7BrO | wB97M-V/def2-TZVPD

Its total energy is -76347.7341 eV. The LUMO energy comes out at 0.98 eV. Its total charge is 0. Its HOMO energy is -7.559 eV.

Cartesian coordinates (Å):
C: 0.469 -1.668 -0.134
C: -0.279 -0.506 0.512
C: 1.311 -0.589 -0.729
C: -1.239 1.493 0.151
O: -1.370 0.094 -0.090
Br: 2.700 0.261 0.311
H: 0.974 -2.204 0.543
H: 0.016 -2.275 -0.850
H: 0.029 -0.053 1.503
H: 1.121 -0.048 -1.731
H: -1.032 1.959 -0.858
H: -0.494 1.657 0.875
H: -2.206 1.879 0.497

Atomic partial charges in e from the Löwdin method, atoms 1 to 4: atom 1 (C): -0.235, atom 2 (C): -0.187, atom 3 (C): -0.560, atom 4 (C): -0.086

=====

C4H7BrO2 | wB97M-V/def2-TZVPD

Its total energy is -78398.4390 eV. The LUMO energy comes out at 0.68 eV. Its total charge is 0. Its HOMO energy is -9.296 eV. The SMILES is C=C(C)Br.O=CO.

Cartesian coordinates (Å):
C: 0.255 -0.179 -3.065
C: -0.531 -1.116 1.395
C: -0.547 1.195 2.371
C: 0.054 0.213 1.728
O: 1.318 0.229 -3.735
O: -0.342 0.453 -2.249
Br: 1.876 0.430 1.175
H: 0.003 -1.204 -3.378
H: -1.614 -1.050 1.360
H: -0.248 -1.849 2.154
H: -0.164 -1.470 0.431
H: 1.574 1.129 -3.472
H: -1.571 1.090 2.688
H: -0.063 2.129 2.597

Atomic partial charges in e from the Löwdin method, atoms 1 to 4: atom 1 (C): -0.422, atom 2 (C): -0.151, atom 3 (C): -0.055, atom 4 (C): -0.803

=====

C4H7BrO3 | wB97M-V/def2-TZVPD

Its total energy is -80442.9753 eV. The LUMO energy comes out at 0.22 eV. Its total charge is 0. Its HOMO energy is -8.201 eV. The SMILES is OC(O)=C(O)Br.C=C.

Cartesian coordinates (Å):
C: 0.908 -1.796 2.017
C: 1.254 -0.757 1.309
C: -0.674 1.173 -1.273
C: -0.908 0.035 -0.589
O: -1.290 2.327 -0.911
O: 0.102 1.323 -2.458
O: -0.064 -1.018 -0.692
Br: -2.244 0.342 0.815
H: -0.056 -1.642 2.580
H: 1.523 -2.696 2.062
H: 2.227 -0.688 0.883
H: 0.794 0.180 1.369
H: -1.089 2.992 -1.504
H: -0.006 2.165 -2.919
H: -0.477 -1.940 -0.691

Atomic partial charges in e from the Löwdin method, atoms 1 to 4: atom 1 (C): -0.083, atom 2 (C): -0.124, atom 3 (C): -0.417, atom 4 (C): -0.668

=====

C4H7Cl2N2O3P | wB97M-V/def2-TZVPD

Its total energy is -47714.1389 eV. The LUMO energy comes out at -0.26 eV. Its total charge is 0. Its HOMO energy is -9.358 eV. The SMILES is C/C(Cl)=C(\Cl)OC(=O)NP(N)O.

Cartesian coordinates (Å):
C: -2.706 -0.422 1.250
C: -1.137 -0.078 1.700
Cl: -0.319 -1.383 2.781
C: -0.479 1.180 1.251
Cl: -1.343 2.493 0.202
O: 0.929 1.490 1.598
C: 1.816 1.147 0.436
O: 2.283 2.208 -0.249
N: 2.150 -0.301 0.174
P: 2.137 -0.734 -1.552
N: 1.312 0.465 -2.577
O: 1.140 -2.181 -1.662
H: -2.749 -1.193 0.351
H: -3.190 -0.947 2.196
H: -3.281 0.544 0.924
H: 1.499 -0.970 0.639
H: 0.281 0.518 -2.410
H: 1.482 0.132 -3.573
H: 0.175 -1.967 -1.480

Atomic partial charges in e from the Löwdin method, atoms 1 to 4: atom 1 (C): -0.133, atom 2 (C): -0.539, atom 3 (Cl): 0.536, atom 4 (C): -0.538

=====

C4H7Cl2P | wB97M-V/def2-TZVPD

Its total energy is -38594.4904 eV. The LUMO energy comes out at 0.61 eV. Its total charge is 0. Its HOMO energy is -8.858 eV. The SMILES is C/C=C(/C)P(Cl)Cl.

Cartesian coordinates (Å):
C: -0.374 0.585 -0.102
C: 0.221 -0.599 0.098
C: -1.749 0.789 -0.709
C: 1.502 -0.959 0.753
P: -0.675 -2.465 -0.816
Cl: -1.184 -3.365 0.920
Cl: 0.894 -3.665 -1.304
H: -0.049 1.401 0.454
H: -1.990 0.011 -1.528
H: -1.799 1.778 -0.990
H: -2.438 0.368 0.073
H: 2.144 -1.316 -0.002
H: 1.912 -0.104 1.296
H: 1.228 -1.796 1.379

Atomic partial charges in e from the Löwdin method, atoms 1 to 4: atom 1 (C): -0.197, atom 2 (C): -0.356, atom 3 (C): -0.114, atom 4 (C): -0.157

=====

C4H7ClN | wB97M-V/def2-TZVPD

Its total energy is -18267.0269 eV. The LUMO energy comes out at -5.07 eV. Its total charge is +1. Its HOMO energy is -15.631 eV. The SMILES is Cl[C@H]1CCC=[NH+]1.

Cartesian coordinates (Å):
Cl: 1.959 0.359 1.416
C: 1.197 -0.054 -0.097
C: 0.116 -1.129 0.007
C: -1.097 -0.302 0.477
C: -0.881 0.940 -0.298
N: 0.362 1.079 -0.590
H: 1.956 -0.279 -0.837
H: 0.370 -1.970 0.641
H: -0.086 -1.470 -1.008
H: -0.905 0.029 1.509
H: -2.084 -0.743 0.462
H: -1.633 1.652 -0.608
H: 0.727 1.888 -1.074

Atomic partial charges in e from the Löwdin method, atoms 1 to 4: atom 1 (Cl): 0.741, atom 2 (C): -0.652, atom 3 (C): -0.147, atom 4 (C): -0.101

=====

C4H7ClN2 | wB97M-V/def2-TZVPD

Its total energy is -19759.8033 eV. The LUMO energy (alpha / beta) comes out at -0.75 / -1.13 eV. Its total charge is 0. Its HOMO energy (alpha / beta) is -8.734 / -10.868 eV.

Cartesian coordinates (Å):
C: -0.593 1.340 0.836
C: -0.122 -0.341 -1.625
C: 1.067 0.012 -0.643
C: 0.635 0.739 0.601
N: -1.589 1.903 0.969
N: -0.730 -1.070 1.908
Cl: 1.982 1.164 1.602
H: -0.844 0.462 -1.892
H: -0.731 -1.321 -1.282
H: 0.361 -0.705 -2.586
H: 1.566 -0.875 -0.515
H: 1.794 0.511 -1.291
H: -1.347 -0.579 2.669
H: -1.450 -1.239 1.249

Atomic partial charges in e from the Löwdin method, atoms 1 to 4: atom 1 (C): -0.352, atom 2 (C): -0.111, atom 3 (C): -0.282, atom 4 (C): -0.666

=====

C4H7ClN2 | wB97M-V/def2-TZVPD

Its total energy is -19759.3584 eV. The LUMO energy comes out at 0.68 eV. Its total charge is 0. Its HOMO energy is -9.420 eV. The SMILES is ClC1=NN1.C=CC.

Cartesian coordinates (Å):
C: -2.222 0.402 0.097
C: 2.024 0.793 -0.136
C: 0.452 -1.032 0.056
C: 1.462 -0.374 0.567
N: -2.715 -0.515 -0.760
N: -2.549 -0.536 0.827
Cl: -1.373 1.829 0.059
H: 1.717 0.746 -1.100
H: 3.074 0.673 -0.117
H: 1.846 1.790 0.427
H: -0.168 -1.845 0.617
H: 0.186 -0.897 -1.010
H: -3.709 -0.318 -1.104
H: 1.975 -0.716 1.578

Atomic partial charges in e from the Löwdin method, atoms 1 to 4: atom 1 (C): -1.035, atom 2 (C): -0.148, atom 3 (C): -0.095, atom 4 (C): -0.284

=====

C4H7ClN2 | wB97M-V/def2-TZVPD

Its total energy is -19761.4212 eV. The LUMO energy comes out at 0.31 eV. Its total charge is 0. Its HOMO energy is -8.663 eV. The SMILES is C=C(/C=N/N)CCl.

Cartesian coordinates (Å):
C: 0.665 0.075 -0.091
C: -0.778 0.514 0.052
C: -1.003 1.749 -0.474
C: -1.633 -0.434 0.773
H: 3.002 -0.606 -0.889
H: 2.960 -2.060 -0.091
H: 1.281 0.955 -0.421
H: -2.008 2.340 -0.139
H: -0.322 2.425 -1.048
H: -2.598 0.075 1.119
H: -1.283 -0.937 1.649
N: 2.585 -1.155 -0.066
N: 1.160 -1.132 0.089
Cl: -2.028 -1.808 -0.463

Atomic partial charges in e from the Löwdin method, atoms 1 to 4: atom 1 (C): -0.173, atom 2 (C): -0.425, atom 3 (C): 0.041, atom 4 (C): -0.465

=====

C4H7ClN2O | wB97M-V/def2-TZVPD

Its total energy is -21808.6209 eV. The LUMO energy comes out at -0.39 eV. Its total charge is 0. Its HOMO energy is -9.328 eV. The SMILES is CC(C)=NN(Cl)C=O.

Cartesian coordinates (Å):
C: -1.104 1.779 1.808
C: 0.434 0.354 0.023
C: 0.962 0.090 -1.390
C: -0.428 -0.782 0.509
N: 0.234 1.579 1.828
N: 0.887 1.367 0.683
O: -1.778 1.515 0.781
Cl: 1.178 2.689 2.958
H: -1.568 2.351 2.587
H: 0.200 -0.322 -2.123
H: 1.671 -0.639 -1.234
H: 1.548 1.009 -1.717
H: -0.118 -1.583 -0.131
H: -1.549 -0.689 0.576
H: -0.129 -1.122 1.560

Atomic partial charges in e from the Löwdin method, atoms 1 to 4: atom 1 (C): -0.339, atom 2 (C): -0.356, atom 3 (C): -0.037, atom 4 (C): -0.053

=====

C4H7ClN2O2 | wB97M-V/def2-TZVPD

Its total energy is -23853.7147 eV. The LUMO energy comes out at 0.51 eV. Its total charge is 0. Its HOMO energy is -8.717 eV. The SMILES is [O-]/[N+](O)=C/Cl.C=C=NC.

Cartesian coordinates (Å):
C: 0.609 1.645 -0.843
C: 0.596 2.810 -0.273
C: 1.173 -0.613 -1.478
C: -0.791 -0.466 1.429
N: 0.451 0.622 -1.468
N: -0.771 -1.743 1.212
O: 0.218 -2.453 1.275
O: -1.952 -2.380 0.880
Cl: -2.236 0.459 1.258
H: -2.676 -1.727 0.878
H: 0.013 2.998 0.612
H: 1.171 3.628 -0.670
H: 2.180 -0.461 -1.874
H: 0.633 -1.297 -2.135
H: 1.263 -1.064 -0.486
H: 0.119 0.043 1.684

Atomic partial charges in e from the Löwdin method, atoms 1 to 4: atom 1 (C): -0.238, atom 2 (C): -0.011, atom 3 (C): -0.100, atom 4 (C): -0.502

=====

C4H7ClO | wB97M-V/def2-TZVPD

Its total energy is -18830.0247 eV. The LUMO energy comes out at 0.82 eV. Its total charge is 0. Its HOMO energy is -9.510 eV. The SMILES is O[C@H]1C[C@@H]1CCl.

Cartesian coordinates (Å):
C: 0.877 -0.318 -0.544
C: 0.347 -1.127 0.529
C: -0.018 0.316 0.458
C: -1.434 0.810 0.196
H: 2.348 0.741 -1.181
H: 0.355 -0.385 -1.526
H: 1.023 -1.632 1.242
H: -0.429 -1.775 0.273
H: 0.537 0.899 1.197
H: -1.400 1.569 -0.605
H: -1.827 1.296 1.058
O: 2.176 0.019 -0.614
Cl: -2.557 -0.412 -0.483

Atomic partial charges in e from the Löwdin method, atoms 1 to 4: atom 1 (C): -0.415, atom 2 (C): -0.090, atom 3 (C): -0.287, atom 4 (C): -0.523

=====

C4H7ClO | wB97M-V/def2-TZVPD

Its total energy is -18829.3819 eV. The LUMO energy comes out at 0.77 eV. Its total charge is 0. Its HOMO energy is -9.752 eV. The SMILES is OCC1(Cl)CC1.

Cartesian coordinates (Å):
C: -0.335 0.746 0.915
C: -0.511 1.049 -0.544
C: 0.693 0.334 -0.175
C: 0.831 -1.162 -0.541
O: 1.534 -1.809 0.490
Cl: 2.246 1.085 -0.338
H: 0.041 1.490 1.511
H: -0.804 -0.020 1.332
H: -1.351 0.420 -0.913
H: -0.380 2.125 -0.665
H: 1.408 -1.108 -1.379
H: -0.155 -1.425 -0.929
H: 0.809 -2.134 1.061

Atomic partial charges in e from the Löwdin method, atoms 1 to 4: atom 1 (C): -0.078, atom 2 (C): -0.145, atom 3 (C): -0.824, atom 4 (C): -0.286

=====

C4H7ClO | wB97M-V/def2-TZVPD

Its total energy is -18826.0054 eV. The LUMO energy (alpha / beta) comes out at 0.14 / 0.27 eV. Its total charge is 0. Its HOMO energy (alpha / beta) is -8.238 / -8.463 eV.

Cartesian coordinates (Å):
C: -1.210 -1.209 -0.873
C: -0.490 -0.185 -0.535
C: -0.441 1.959 0.366
C: 1.842 -0.888 0.337
O: -0.544 1.129 -0.738
Cl: 2.934 -0.210 -0.815
H: -2.120 -1.111 -1.413
H: -1.060 -2.245 -0.602
H: -0.573 2.966 -0.072
H: 0.600 2.091 0.736
H: -1.043 1.829 1.345
H: 1.950 -1.909 0.357
H: 1.983 -0.473 1.257

Atomic partial charges in e from the Löwdin method, atoms 1 to 4: atom 1 (C): 0.014, atom 2 (C): -0.177, atom 3 (C): -0.121, atom 4 (C): -0.469